{"formula": "C7H9N2OP", "method": "ωB97M-V/def2-TZVPD", "elements": ["C", "C", "C", "C", "C", "C", "C", "N", "N", "O", "P", "H", "H", "H", "H", "H", "H", "H", "H", "H"], "coordinates": [[-3.585, -0.865, -0.183], [-3.834, 0.475, -0.210], [-1.733, 0.052, 0.307], [2.252, -1.037, 0.781], [2.067, -1.232, -0.504], [2.405, 0.254, 1.325], [1.905, -0.019, -1.338], [-2.262, -1.097, 0.063], [-2.657, 1.022, 0.109], [1.886, 2.582, -0.326], [1.445, 1.230, 0.000], [-4.284, -1.602, -0.425], [-4.871, 0.909, -0.086], [2.247, -1.980, 1.409], [1.890, -2.241, -0.857], [1.945, 0.410, 2.376], [3.352, 0.742, 1.242], [2.797, 0.494, -1.662], [1.296, -0.123, -2.182], [-2.259, 2.026, 0.160]], "atomic_forces_ev_per_a": [[0.5, 0.8, -0.4], [-3.0, -0.5, 0.7], [-1.0, -0.9, -0.9], [0.5, -4.4, 1.4], [-0.3, -0.3, -1.1], [-2.2, 2.9, 1.9], [0.4, 0.6, 1.5], [1.1, -0.5, 0.5], [3.8, 4.8, 1.0], [0.3, 1.7, 0.0], [-0.8, -2.0, -0.2], [-0.7, -1.2, -0.1], [1.8, 0.0, -0.6], [0.1, 1.4, -0.4], [0.0, 0.2, -0.3], [0.9, -0.3, -1.7], [0.9, 0.1, 0.2], [0.8, -0.2, -0.2], [-1.2, -0.1, -1.0], [-1.9, -2.2, -0.2]], "nbo_charge": [-0.09, -0.12, 0.39, -0.22, -0.18, -0.76, -0.77, -0.52, -0.60, -1.01, 1.57, 0.20, 0.23, 0.22, 0.22, 0.26, 0.25, 0.24, 0.25, 0.43], "homo_energy_ha": [-0.333, -0.302], "total_energy_ev": -21716.8219, "lumo_energy_ev": [-1.2, -1.2], "e_above_lowest_kj_mol": 390.8, "homo_lumo_gap_ev": [7.9, 7.0], "mol_weight_da": 168.136}